P | Below is a 2-piece molecular cluster, C5H14N overall, with properties calculated with the ωB97M-V functional and the def2-TZVPD basis.

Last column: Löwdin charge in e.
Atoms and positions in Å:
1 C 0.147 -0.662 -1.521  0.0819
2 C 0.393 -0.443 0.040  -0.3633
3 C -0.965 0.255 0.642  -0.3148
4 C -2.081 -0.758 0.543  -0.0455
5 C -1.295 1.602 0.025  -0.0480
6 N 1.405 0.388 0.177  0.3672
7 H -0.712 -1.314 -1.613  0.0998
8 H -0.025 0.280 -2.024  0.1001
9 H 1.033 -1.132 -1.943  0.1034
10 H 0.530 -1.418 0.501  0.1524
11 H -0.691 0.420 1.681  0.1438
12 H -2.392 -0.916 -0.486  0.0859
13 H -1.826 -1.717 0.982  0.0964
14 H -2.931 -0.368 1.102  0.1125
15 H -1.711 1.511 -0.976  0.0897
16 H -2.035 2.110 0.634  0.1019
17 H -0.407 2.231 -0.035  0.0878
18 H 2.277 -0.108 0.456  0.1487
19 H 11.006 -0.283 1.157  -0.0006
20 H 11.140 -0.943 1.461  0.0006

- net charge = +1
- LUMO (eV) = -8.32
- Kohn-Sham gap (eV) = 7.5


Q | Below is a 2-piece molecular cluster, C5H14N overall, with properties calculated with the ωB97M-V functional and the def2-TZVPD basis.

Last column: Löwdin charge in e.
Atoms and positions in Å:
1 C -0.764 -1.964 -2.513  -0.0604
2 C -0.512 -1.054 -1.355  -0.1030
3 C -1.522 -0.486 -0.714  -0.0862
4 N -1.313 0.475 0.387  0.1864
5 H -1.818 -2.025 -2.780  0.0875
6 H -0.216 -1.622 -3.389  0.0928
7 H -0.408 -2.960 -2.239  0.0957
8 H 0.507 -0.866 -1.037  0.1107
9 H -2.564 -0.636 -0.955  0.1305
10 H -0.299 0.644 0.542  0.0825
11 H -1.725 1.407 0.280  0.1792
12 H -1.616 0.123 1.303  0.1805
13 C 1.219 1.787 1.792  -0.1549
14 C 1.862 0.466 1.325  -0.1554
15 H 0.602 2.247 1.010  0.0555
16 H 1.986 2.490 2.087  0.0786
17 H 0.546 1.616 2.639  0.0760
18 H 2.244 0.510 0.304  0.0749
19 H 2.687 0.175 1.967  0.0810
20 H 1.107 -0.327 1.346  0.0482

- net charge = +1
- LUMO (eV) = -3.44
- Kohn-Sham gap (eV) = 11.4


R | Below is a 2-piece molecular cluster, C5H14N overall, with properties calculated with the ωB97M-V functional and the def2-TZVPD basis.

Last column: Löwdin charge in e.
Atoms and positions in Å:
1 C -0.151 1.657 -0.532  -0.1029
2 C 0.340 0.387 0.175  -0.3057
3 C 0.746 0.669 1.623  -0.2612
4 C 1.288 -0.611 2.289  -0.0953
5 H -1.112 2.018 -0.160  0.0906
6 H -0.291 1.558 -1.622  0.0613
7 H 0.566 2.468 -0.425  0.0921
8 H 1.219 0.015 -0.369  0.1190
9 H -0.378 -0.438 0.178  0.0770
10 H -0.106 1.087 2.164  0.1160
11 H 1.518 1.440 1.645  0.1151
12 H 0.505 -1.368 2.326  0.0715
13 H 1.619 -0.373 3.296  0.0770
14 H 2.120 -0.967 1.683  0.0748
15 C -1.788 -1.607 -1.829  0.1702
16 N -0.840 -0.898 -2.285  0.1995
17 H -2.186 -1.389 -0.845  0.1260
18 H -2.196 -2.413 -2.430  0.1293
19 H -0.397 -1.120 -3.180  0.1741
20 H -0.477 -0.115 -1.701  0.0716

- net charge = +1
- LUMO (eV) = -5.53
- Kohn-Sham gap (eV) = 9.4


Most stable structure - Q; separation to the second - 0.0101 hartree.


P | Below is a 2-piece molecular cluster, C5H14N overall, with properties calculated with the ωB97M-V functional and the def2-TZVPD basis.

Last column: Löwdin charge in e.
Atoms and positions in Å:
1 C 1.759 -0.550 1.384  -0.1547
2 C 2.669 0.201 2.053  0.0889
3 N 0.375 -0.569 1.901  0.1618
4 H 1.974 -1.350 0.647  0.1348
5 H 3.721 -0.064 1.995  0.0840
6 H 2.362 1.082 2.648  0.0932
7 H 0.208 0.005 2.770  0.1980
8 H -0.217 -0.215 1.143  0.0644
9 H 0.108 -1.556 2.093  0.1896
10 C -2.450 1.023 -2.119  -0.1258
11 C -1.232 0.117 -2.283  -0.2896
12 C -0.626 -0.215 -0.888  -0.1567
13 H -3.275 0.467 -1.589  0.0919
14 H -2.834 1.316 -3.107  0.0795
15 H -2.236 1.909 -1.542  0.0631
16 H -0.441 0.708 -2.846  0.1229
17 H -1.378 -0.822 -2.831  0.1088
18 H 0.473 -0.489 -0.952  0.0764
19 H -0.711 0.659 -0.172  0.0836
20 H -1.097 -1.120 -0.438  0.0859

- net charge = +1
- LUMO (eV) = -3.77
- Kohn-Sham gap (eV) = 10.8


Q | Below is a 3-piece molecular cluster, C5H14N overall, with properties calculated with the ωB97M-V functional and the def2-TZVPD basis.

Last column: Löwdin charge in e.
Atoms and positions in Å:
1 C 4.298 -0.032 0.356  -0.3127
2 C 3.309 -0.516 1.408  -0.0893
3 C 1.673 0.217 1.212  -0.0582
4 C 1.163 -0.181 -0.287  0.0877
5 C 0.778 0.779 -1.485  -0.0117
6 N 4.032 0.052 -1.098  0.0167
7 H 5.413 -0.678 0.354  0.2014
8 H 4.629 1.012 0.602  0.1097
9 H 2.971 -1.462 0.946  0.0899
10 H 3.614 -0.633 2.461  0.1207
11 H 1.104 -0.283 1.976  0.0805
12 H 1.499 1.538 1.299  0.2039
13 H 2.876 -0.281 -1.256  0.1091
14 H 0.661 -1.122 -0.415  0.1100
15 H 0.291 0.171 -2.221  0.0910
16 H 1.775 1.055 -1.847  0.0847
17 H 0.407 1.611 -0.867  0.1122
18 H -21.691 -1.199 -0.262  -0.0022
19 H -23.078 0.675 0.794  0.0022
20 H 4.278 -0.723 -1.668  0.0543

- net charge = +1
- LUMO (eV) = -7.05
- Kohn-Sham gap (eV) = 3.2


R | Below is C5H14N as an isolated structure, with properties calculated with the ωB97M-V functional and the def2-TZVPD basis.

Last column: Löwdin charge in e.
Atoms and positions in Å:
1 C 1.951 -1.197 -0.058  -0.0250
2 C 0.552 -0.535 -0.254  -0.1260
3 C 0.197 0.426 0.850  -0.1828
4 C -1.295 1.052 0.648  -0.2013
5 C -2.307 -0.097 0.789  -0.0977
6 N 1.067 0.474 -1.820  0.1650
7 H 1.934 -2.246 0.202  0.0969
8 H 2.693 -0.751 0.593  0.0972
9 H 2.263 -0.973 -1.079  0.0681
10 H -0.288 -1.092 -0.641  0.1257
11 H 0.197 -0.079 1.808  0.1298
12 H 0.880 1.267 0.985  0.1220
13 H -1.395 1.733 1.497  0.1120
14 H -1.268 1.440 -0.368  0.0870
15 H -3.308 0.214 1.077  0.0849
16 H -2.348 -0.511 -0.225  0.0677
17 H -1.908 -0.868 1.444  0.0788
18 H 0.627 -0.335 -2.249  0.1448
19 H 1.572 1.095 -1.204  0.1405
20 H 0.186 0.983 -1.993  0.1126

- net charge = +1
- LUMO (eV) = -4.21
- Kohn-Sham gap (eV) = 11.1


S | Below is an isolated ion of composition C5H14N and charge +1, with properties calculated with the ωB97M-V functional and the def2-TZVPD basis.

Last column: Löwdin charge in e.
Atoms and positions in Å:
1 C 0.907 -0.239 1.174  -0.1807
2 C 0.830 0.298 -0.202  -0.1854
3 C -0.477 0.545 -1.051  -0.4120
4 C -0.811 2.009 -0.879  -0.0738
5 C -1.494 -0.516 -0.632  -0.0554
6 N 0.980 -1.725 1.273  0.1707
7 H 1.826 0.019 1.756  0.1494
8 H 0.042 0.130 1.801  0.1575
9 H 1.462 1.182 -0.232  0.1203
10 H 1.412 -0.403 -0.853  0.1355
11 H -0.300 0.465 -2.072  0.1144
12 H -1.909 2.026 -1.099  0.0984
13 H -0.831 2.363 0.297  0.1394
14 H 0.009 2.496 -1.357  0.0719
15 H -2.263 -0.601 -1.370  0.0823
16 H -2.093 -0.479 0.285  0.0917
17 H -0.873 -1.423 -0.445  0.0561
18 H 0.639 -2.051 2.211  0.1961
19 H 1.926 -2.074 1.163  0.1680
20 H 0.367 -2.161 0.543  0.1555

- net charge = +1
- LUMO (eV) = -3.71
- Kohn-Sham gap (eV) = 10.8
- structure (SMILES) = CC(C)CC[NH3+]


Most stable structure - S; separation to the second - 0.0067 hartree.


P | Below is one molecule with the formula C4H6FN3, with properties calculated with the ωB97M-V functional and the def2-TZVPD basis.

Last column: Löwdin charge in e.
Atoms and positions in Å:
1 C 1.199 0.127 -1.169  -0.1663
2 C 0.560 0.074 -0.079  -0.2407
3 C 1.075 0.688 1.170  -0.1953
4 C -0.822 -0.466 0.046  -0.3228
5 H 2.180 0.749 -1.366  0.1708
6 H 1.984 0.047 1.772  0.1572
7 H 1.750 1.619 0.948  0.1369
8 H 0.122 0.269 2.877  0.1443
9 H -1.877 -0.012 1.304  0.1058
10 H -2.450 -0.732 -0.680  0.0209
11 N -0.204 0.653 1.904  -0.0674
12 N -1.016 -0.507 1.454  0.0340
13 N -1.561 -0.534 -1.088  0.1548
14 F 0.632 -0.197 -2.284  0.0678

- LUMO (eV) = 0.57
- Kohn-Sham gap (eV) = 9.9
- structure (SMILES) = [H]/N=C1\NNC\C1=C\F


Q | Below is one molecule with the formula C4H6FN3, with properties calculated with the ωB97M-V functional and the def2-TZVPD basis.

Last column: Löwdin charge in e.
Atoms and positions in Å:
1 C 1.621 0.384 -0.050  -0.2283
2 C 0.900 1.637 -0.249  0.0828
3 C 0.687 -0.898 -0.008  -0.3118
4 C -1.624 0.003 0.468  -0.1973
5 H -0.076 1.622 -0.645  0.0166
6 H 1.443 2.638 -0.418  0.0824
7 H 2.416 -2.231 -0.017  0.1071
8 H -1.087 -1.402 -0.749  0.0809
9 H -1.289 0.743 1.204  0.1148
10 H -3.607 0.273 0.603  0.0263
11 N 1.325 -2.069 -0.026  0.1021
12 N -0.677 -0.615 -0.398  0.0280
13 N -2.914 -0.186 -0.023  0.0462
14 F 2.884 0.102 0.308  0.0502

- LUMO (eV) = 0.01
- Kohn-Sham gap (eV) = 9.7
- structure (SMILES) = [H]/N=C/N/C(=N/[H])C(=C)F


Most stable structure - Q; separation to the second - 0.0381 hartree.


P | Below is a 2-piece molecular cluster, C4H6FN3 overall, with properties calculated with the ωB97M-V functional and the def2-TZVPD basis.

Last column: Löwdin charge in e.
Atoms and positions in Å:
1 C 1.228 1.894 2.864  -0.0983
2 C 1.307 0.810 2.055  -0.0328
3 C -1.241 -1.878 -3.316  -0.0411
4 C -0.359 0.026 0.370  -0.0118
5 N 0.034 2.532 2.606  0.0257
6 N -0.599 1.922 1.726  0.0414
7 N 0.126 0.832 1.325  -0.1442
8 F 0.523 -0.937 0.113  0.0130
9 H 1.912 2.270 3.597  0.0993
10 H 2.036 0.040 1.927  0.1139
11 H -0.664 -2.297 -4.131  0.0130
12 H -1.932 -1.141 -3.705  0.0152
13 H -0.577 -1.405 -2.608  -0.0074
14 H -1.795 -2.666 -2.824  0.0141

- LUMO (eV) = -0.81
- Kohn-Sham gap (eV) = 9.5


Q | Below is one molecule with the formula C4H6FN3, with properties calculated with the ωB97M-V functional and the def2-TZVPD basis.

Last column: Löwdin charge in e.
Atoms and positions in Å:
1 C 1.409 -0.167 -0.017  -0.4172
2 C 0.397 0.811 -0.018  0.0074
3 C -0.770 0.090 0.060  -0.2506
4 C -2.210 0.482 0.162  -0.1299
5 H 3.067 0.752 -0.631  0.0593
6 H 3.287 -0.815 -0.199  0.0771
7 H 0.513 1.902 -0.049  0.1137
8 H -2.429 1.366 -0.464  0.1292
9 H -2.501 0.713 1.185  0.1214
10 H -1.057 -1.991 0.089  0.1500
11 N 2.805 0.043 -0.003  0.1002
12 N -0.422 -1.217 0.113  0.0144
13 N 0.918 -1.395 0.044  0.0754
14 F -3.005 -0.575 -0.271  -0.0505

- LUMO (eV) = 0.99
- Kohn-Sham gap (eV) = 9.5
- structure (SMILES) = Nc1cc(CF)[nH]n1


Most stable structure - Q; separation to the second - 0.1253 hartree.


P | Below is an isolated ion of composition C3H7NOS2 and charge -1, with properties calculated with the ωB97M-V functional and the def2-TZVPD basis.

Last column: Mulliken spin population.
Atoms and positions in Å:
1 N -1.011 -0.413 -1.302  0.2140
2 C 0.391 0.015 -1.306  0.1009
3 C 0.640 1.387 -1.891  0.3953
4 O 1.229 1.568 -3.006  0.2686
5 C 1.050 -0.028 0.116  0.0426
6 S 0.452 -1.065 1.516  0.1243
7 S -1.376 -0.229 2.043  -0.0145
8 H -1.566 0.075 -0.630  -0.1302
9 H -1.365 -0.203 -2.225  -0.0851
10 H 0.995 -0.688 -1.859  0.0321
11 H 0.134 2.156 -1.248  0.0249
12 H 2.092 -0.316 -0.010  0.0239
13 H 1.167 0.999 0.500  -0.0104
14 H -1.292 0.883 1.282  0.0136

- multiplicity = 2
- net charge = -1
- LUMO (spin up / spin down) (eV) = 3.09 / 2.99
- ⟨S²⟩ = 0.755
- Kohn-Sham gap (spin up / spin down) (eV) = 3.2 / 6.9


Q | Below is an isolated ion of composition C3H7NOS2 and charge -1, with properties calculated with the ωB97M-V functional and the def2-TZVPD basis.

Last column: Mulliken spin population.
Atoms and positions in Å:
1 N -0.205 -1.396 -1.146  0.0162
2 C -0.765 -0.225 -0.348  -0.2039
3 C -1.657 0.477 -1.355  0.7226
4 O -2.552 1.255 -0.982  0.0741
5 C 0.227 0.578 0.568  0.2779
6 S 1.304 -0.470 1.577  0.0298
7 S 2.967 0.524 1.970  0.0126
8 H -0.020 -1.019 -2.083  -0.0477
9 H 0.610 -1.877 -0.655  0.0080
10 H -1.429 -0.874 0.379  0.0302
11 H -1.586 -0.058 -2.249  0.1456
12 H -0.450 1.171 1.127  0.0072
13 H 0.887 1.180 -0.117  -0.0734
14 H 2.670 0.737 3.314  0.0009

- multiplicity = 2
- net charge = -1
- LUMO (spin up / spin down) (eV) = 2.77 / 2.77
- ⟨S²⟩ = 0.753
- Kohn-Sham gap (spin up / spin down) (eV) = 2.8 / 6.5


Most stable structure - P; separation to the second - 0.0152 hartree.